ORCA calculation (ωB97M-V with the def2-TZVPD basis set) on a molecular structure, C19H22F4N2O2.

Summary:
HOMO level   -8.5189 eV
E_LUMO   -0.33 eV
Net charge   0
F_max   17.51 eV Å⁻¹
Molecular weight   386.389 g/mol

```
49
Properties=species:S:1:pos:R:3:nbo_charge:R:1
O -2.38 1.73 -2.58 -0.6122
C -1.39 1.17 -2.31 0.7141
N -0.38 1.56 -1.43 -0.6526
H 0.35 1.02 -1.38 0.4105
C -0.90 2.71 -0.72 -0.1328
C -1.03 2.26 0.57 -0.0408
C -2.10 1.55 0.67 -0.2369
C -2.50 0.77 2.09 0.4895
C -1.68 1.03 3.16 -0.3397
C -0.55 1.97 3.02 -0.1753
C -0.05 2.32 1.76 -0.0860
H 0.67 2.91 1.60 0.1996
C 0.16 2.30 4.16 1.0079
F 1.74 2.36 3.86 -0.4443
F 0.23 1.23 5.14 -0.3398
F 0.09 3.48 4.66 -0.2600
H -1.95 0.86 4.11 0.2203
F -3.48 0.16 2.16 -0.2432
H -2.77 1.10 0.13 0.2048
H 0.33 3.37 -0.73 0.1408
H -1.58 3.16 -1.17 0.2188
C -0.81 -0.18 -3.29 -0.2402
H -1.71 -0.45 -3.83 0.2024
C 0.48 0.00 -4.06 -0.5335
H 0.03 -0.28 -4.94 0.2705
H 0.83 0.87 -3.63 0.2433
C 1.11 -1.12 -3.75 -0.4865
C 1.59 -1.49 -2.12 0.7429
O 2.69 -1.43 -1.87 -0.5540
N 0.40 -1.21 -1.45 -0.5339
C -0.85 -1.42 -2.09 -0.2074
H -1.81 -1.31 -1.43 0.2178
H -0.99 -2.28 -2.63 0.1907
C 0.29 -1.42 -0.07 -0.0343
H -0.65 -1.21 0.30 0.2036
C 1.57 -0.72 0.85 -0.3150
C 1.24 -1.37 2.21 -0.3287
H 2.47 -0.88 2.66 0.1882
C 1.23 -2.80 1.89 -0.4236
H 0.60 -3.25 2.48 0.2015
H 2.18 -3.12 2.09 0.2147
C 0.99 -2.85 0.27 -0.3256
H 1.60 -3.24 -0.29 0.1604
H -0.14 -3.51 0.20 0.1602
H 0.50 -1.00 2.64 0.1817
H 1.08 0.52 0.90 0.1552
H 2.34 -0.62 0.35 0.1793
H 2.11 -0.94 -4.14 0.2169
H 0.77 -2.29 -3.99 0.2104
```